# 1
ORCA calculation (the ωB97M-V functional and the def2-TZVPD basis) on C32H24N3OS3Zr as an isolated structure at a distorted geometry.

```
! wB97M-V def2-TZVPD RIJCOSX def2/J DEFGRID3
* xyz 1 1
Zr -0.535 0.679 0.808
C -0.433 -0.531 5.081
C -0.521 -0.710 3.715
N 0.123 0.066 2.780
C 1.058 0.938 3.248
C 1.250 1.175 4.642
C 0.452 0.452 5.533
C 2.204 2.138 5.083
C 3.025 2.822 4.155
C 2.848 2.590 2.807
C 1.836 1.742 2.276
N 1.517 1.603 0.954
C 1.965 2.360 -0.113
C 3.310 2.374 -0.513
C 3.575 3.131 -1.708
C 2.589 3.708 -2.445
C 1.170 3.590 -2.137
C 0.140 3.899 -3.046
C -1.194 3.567 -2.724
C -1.475 2.948 -1.501
N -0.403 2.424 -0.690
C 0.908 2.831 -0.971
H -0.918 -1.280 5.684
H -1.204 -1.440 3.294
H 0.424 0.657 6.557
H 2.243 2.413 6.103
H 3.705 3.573 4.453
H 3.426 3.208 2.159
H 4.054 1.845 0.081
H 4.600 3.249 -2.180
H 2.928 4.269 -3.281
H 0.467 4.405 -3.986
H -2.013 3.883 -3.424
H -2.422 2.963 -0.959
O -0.628 -0.999 -0.225
C -0.652 -2.101 -1.046
C -1.744 -2.993 -0.417
C -2.415 -3.959 -1.135
C -3.577 -4.560 -0.488
C -3.709 -4.023 0.728
S -2.450 -2.919 1.235
C 0.737 -2.756 -1.257
C 0.885 -4.133 -1.206
C 2.063 -4.508 -1.897
C 2.796 -3.457 -2.411
S 1.997 -1.975 -2.058
C -1.165 -1.823 -2.403
C -2.329 -1.141 -2.597
C -2.690 -1.105 -3.971
C -1.740 -1.639 -4.767
S -0.386 -2.317 -3.878
H -2.156 -4.238 -2.141
H -4.232 -5.330 -0.918
H -4.383 -4.449 1.476
H 0.180 -4.751 -0.621
H 2.378 -5.525 -1.874
H 3.559 -3.608 -3.165
H -2.922 -0.750 -1.766
H -3.571 -0.597 -4.357
H -1.758 -1.751 -5.861
C -2.444 1.440 1.701
H -2.294 2.217 2.500
H -2.839 0.506 2.111
H -3.210 1.708 0.974
*
```

## Properties
F_max: 0.0757 Eh/bohr
gap between HOMO and LUMO: 6.2465 eV
LUMO level: -0.142 hartree
relative energy (zero: lowest compared OMol25 entry of this formula, charge and spin): 32.6 kcal/mol
total energy: -2714.7405 Ha
HOMO energy: -10.122 eV

Atom charges from the Mulliken analysis, given in e for atoms 1 to 4: 1.33, -1.06, 0.15, -0.18

# 2
ORCA calculation (the ωB97M-V functional and the def2-TZVPD basis) on C12H12BrF6IN4O4PdS3Se as an isolated structure.

```
! wB97M-V def2-TZVPD RIJCOSX def2/J DEFGRID3
* xyz -2 1
Pd 0.230 0.232 -0.471
F 5.448 0.780 -1.158
C 4.717 1.614 -0.410
F 4.853 2.848 -0.924
F 5.270 1.628 0.816
S 2.937 1.104 -0.286
O 3.070 -0.288 0.035
O 2.510 2.056 0.705
N 2.360 1.520 -1.689
S 2.012 0.512 -2.868
O 0.913 1.025 -3.620
O 2.154 -0.885 -2.595
C 3.402 0.841 -4.048
F 3.554 2.151 -4.298
F 4.580 0.373 -3.618
F 3.137 0.237 -5.221
C -3.384 0.893 1.553
N -2.460 1.942 1.175
C -1.139 1.837 1.415
S -0.476 0.591 2.349
N -0.360 2.848 0.944
C -0.750 3.608 -0.233
H -4.354 1.140 1.125
H -3.458 0.824 2.640
H -3.060 -0.074 1.163
H -2.737 2.449 0.344
H 0.627 2.618 0.989
H -1.572 4.292 -0.005
H -1.043 2.955 -1.060
H 0.109 4.195 -0.552
Br 0.881 -6.097 1.868
C -0.571 -4.870 1.894
C -1.783 -5.335 2.389
C -2.876 -4.486 2.434
C -2.750 -3.178 1.984
C -1.539 -2.723 1.497
C -0.428 -3.565 1.440
I 1.310 -2.719 0.677
H -1.860 -6.357 2.735
H -3.821 -4.851 2.818
H -3.594 -2.500 2.005
H -1.435 -1.700 1.151
Se -1.995 -0.502 -1.618
C -2.986 1.027 -1.715
N -3.642 1.989 -1.758
*
```

## Properties
F_max: 0.0119 Eh/bohr
gap between HOMO and LUMO: 4.7648 eV
LUMO level: 0.144 hartree
relative energy (zero: lowest compared OMol25 entry of this formula, charge and spin): 30.0 kcal/mol
total energy: -8179.3283 Ha
HOMO energy: -0.850 eV

Atom charges from the Mulliken analysis, given in e for atoms 1 to 4: -0.11, -0.23, 0.38, -0.24